1.
{
  "formula": "C21H45NNbO6S2",
  "method": "ωB97M-V/def2-TZVPD",
  "species": ["C", "C", "O", "O", "C", "C", "C", "C", "C", "C", "C", "C", "Nb", "N", "C", "C", "C", "H", "H", "H", "H", "H", "H", "H", "H", "H", "H", "H", "H", "H", "H", "H", "H", "H", "H", "H", "H", "H", "H", "H", "H", "H", "H", "H", "H", "H", "C", "C", "C", "S", "O", "O", "C", "H", "H", "H", "H", "H", "H", "H", "H", "C", "C", "C", "S", "O", "O", "C", "H", "H", "H", "H", "H", "H", "H", "H"],
  "positions_angstrom": [[1.0506, -1.5450, 1.0387], [1.3131, -2.3551, -0.1932], [2.3098, -2.9369, -0.3151], [0.3950, -2.4100, -1.2110], [0.0036, -1.1174, -1.7480], [1.1302, -0.4964, -2.5391], [0.9815, 1.0139, -2.8153], [0.3368, 1.8418, -1.6978], [0.7684, 3.3124, -1.7035], [1.9733, 3.6074, -0.8095], [1.8141, 3.2134, 0.6409], [3.2166, 3.3820, 1.3413], [4.5200, 1.5270, 1.0868], [5.3669, 2.2556, -0.7125], [5.9284, 1.3980, -1.4293], [7.4310, 1.4746, -1.6327], [5.2199, 0.2822, -2.1512], [1.0077, -0.4960, 0.7509], [1.8703, -1.6028, 1.7312], [0.0939, -1.7604, 1.5228], [-0.8553, -1.3386, -2.3683], [-0.3418, -0.5265, -0.9035], [2.1116, -0.6764, -2.1142], [1.1325, -0.9899, -3.5103], [1.9911, 1.4062, -2.9424], [0.4693, 1.2338, -3.7504], [-0.7449, 1.8265, -1.8671], [0.4647, 1.3860, -0.7259], [1.0165, 3.5543, -2.7397], [-0.0817, 3.9396, -1.4415], [2.1736, 4.6774, -0.8604], [2.8486, 3.1259, -1.2418], [1.5325, 2.1759, 0.7769], [1.1166, 3.8613, 1.1718], [3.7066, 4.2069, 0.8202], [3.0917, 3.6266, 2.3951], [3.1946, 0.6335, 0.1446], [5.6102, 0.0425, 0.9442], [5.8470, 2.3097, 2.1022], [3.8992, 0.8167, 2.6524], [7.8638, 1.9148, -0.7423], [7.6342, 2.1255, -2.4832], [7.8766, 0.5041, -1.8308], [5.0566, 0.5407, -3.1996], [4.2687, 0.0824, -1.6820], [5.8583, -0.5960, -2.1488], [-4.4570, -1.1807, 4.5047], [-3.7606, -2.5377, 4.3356], [-2.8330, -2.4280, 3.1198], [-2.3616, -0.6971, 3.0046], [-2.9114, -0.1507, 1.7873], [-0.9729, -0.5571, 3.3384], [-3.3583, -0.1299, 4.3768], [-4.9703, -1.1056, 5.4627], [-5.1976, -1.0450, 3.7129], [-3.1725, -2.7597, 5.2289], [-4.4790, -3.3465, 4.2076], [-1.9353, -3.0311, 3.2332], [-3.3477, -2.6972, 2.1986], [-3.7350, 0.8684, 4.1662], [-2.7215, -0.1135, 5.2610], [-5.0593, -0.9894, -2.4090], [-3.7151, -1.3672, -1.7750], [-4.0080, -1.9462, -0.3868], [-5.6493, -2.6640, -0.4786], [-6.5312, -1.9236, 0.3905], [-5.5564, -4.1018, -0.4037], [-5.9808, -2.1820, -2.1708], [-4.9590, -0.7685, -3.4712], [-5.4632, -0.1020, -1.9164], [-3.2213, -2.1227, -2.3908], [-3.0448, -0.5118, -1.7063], [-3.2963, -2.7215, -0.1110], [-4.0237, -1.1713, 0.3761], [-7.0367, -1.9457, -2.2835], [-5.7134, -3.0224, -2.8111]],
  "atomic_forces_ev_per_a": [[-1.07, 0.69, -0.33], [-1.74, 1.54, 0.65], [3.13, -2.39, -0.53], [-0.51, 0.44, -0.27], [0.07, -0.72, 0.89], [-0.38, 0.50, -0.92], [0.54, 0.26, 0.68], [-0.78, 0.10, -0.51], [0.11, -0.40, -0.06], [-0.63, -0.04, -0.50], [1.49, 0.19, 0.87], [-0.42, -0.57, -0.06], [1.30, 3.09, -2.70], [-2.05, -0.60, 2.03], [0.94, -0.47, -0.47], [-0.10, -0.01, -0.02], [0.19, 0.09, -0.43], [-0.01, 0.21, 0.03], [0.30, -0.32, 0.15], [0.18, -0.14, -0.14], [-0.16, 0.04, -0.23], [0.00, 0.34, -0.09], [-0.05, -0.11, 0.52], [0.22, -0.24, -0.08], [0.17, -0.02, -0.13], [-0.19, -0.18, -0.13], [-0.14, -0.11, 0.07], [0.35, -0.02, 0.24], [0.02, 0.23, -0.10], [-0.08, 0.13, 0.21], [0.10, 0.18, 0.04], [0.19, -0.21, 0.13], [-0.47, -0.07, -0.15], [-0.46, 0.02, -0.20], [0.35, 0.19, 0.27], [0.01, 0.20, 0.10], [-0.34, -0.66, 0.36], [0.21, -0.37, 0.35], [-0.04, -0.44, 0.62], [-0.20, -0.21, -0.28], [0.15, 0.07, 0.06], [0.06, 0.06, -0.10], [0.05, -0.12, 0.00], [0.02, 0.15, -0.12], [-0.18, -0.09, 0.13], [-0.07, -0.25, 0.10], [0.00, -0.07, -0.10], [-0.03, 0.04, 0.06], [-0.20, -0.33, 0.11], [-0.04, -0.10, 0.48], [0.23, 0.20, -0.01], [0.04, 0.17, -0.18], [-0.36, -0.02, 0.20], [0.00, 0.01, -0.01], [0.00, 0.02, 0.01], [0.02, 0.03, -0.01], [0.02, 0.00, -0.03], [0.08, 0.11, -0.13], [0.04, 0.07, 0.03], [0.13, 0.02, -0.10], [0.07, 0.02, -0.06], [0.05, 0.01, 0.11], [-0.02, -0.04, -0.08], [0.14, 0.14, -0.17], [0.39, 0.02, -0.36], [-0.11, -0.15, 0.15], [-0.23, -0.03, 0.24], [-0.04, 0.23, -0.27], [-0.01, 0.00, 0.01], [-0.03, -0.01, -0.02], [-0.02, 0.01, 0.00], [0.00, -0.01, 0.05], [-0.08, -0.06, 0.03], [-0.09, -0.08, -0.06], [-0.03, -0.10, 0.12], [0.00, -0.04, 0.07]],
  "charge": -1,
  "gap_ev": 6.17,
  "spin_multiplicity": 1
}

***

2.
{
  "formula": "C21H45NO2SbSi2TeZr",
  "method": "ωB97M-V/def2-TZVPD",
  "species": ["Zr", "O", "C", "C", "C", "C", "C", "C", "C", "C", "N", "H", "H", "H", "H", "H", "H", "H", "H", "H", "H", "H", "C", "C", "O", "H", "H", "H", "C", "Sb", "C", "C", "H", "H", "H", "H", "H", "H", "H", "H", "H", "C", "Si", "C", "C", "C", "Te", "C", "Si", "C", "C", "C", "H", "H", "H", "H", "H", "H", "H", "H", "H", "H", "H", "H", "H", "H", "H", "H", "H", "H", "H", "H", "H", "H"],
  "positions_angstrom": [[0.0118, 0.4094, -0.1513], [2.2668, 1.1486, -0.0772], [2.8716, 2.4323, -0.4740], [2.6989, 3.4609, 0.6136], [1.2554, 3.5463, 1.1325], [0.3088, 3.7709, -0.0042], [-0.0509, 5.0681, -0.3434], [-0.7958, 5.3195, -1.4786], [-1.1616, 4.2482, -2.2849], [-0.7973, 2.9863, -1.8904], [-0.0903, 2.7183, -0.7622], [2.7447, 0.8189, 0.6981], [2.3713, 2.7010, -1.3989], [3.9172, 2.2356, -0.6998], [3.0147, 4.4208, 0.1955], [3.3680, 3.2634, 1.4541], [1.1681, 4.3593, 1.8503], [1.0022, 2.6279, 1.6666], [0.2794, 5.8793, 0.2927], [-1.0750, 6.3318, -1.7429], [-1.7157, 4.3860, -3.2033], [-1.0666, 2.1405, -2.5019], [0.3961, 0.5023, 3.4788], [0.1804, 0.3590, 2.0415], [-0.7913, -0.2803, 1.5680], [-0.4457, 1.0900, 3.8709], [1.3310, 0.9975, 3.7202], [0.3360, -0.4812, 3.9555], [-4.0931, 1.8305, -1.8380], [-2.9518, 1.0471, -0.2404], [-3.0132, 2.6459, 1.1508], [-4.2771, -0.3107, 0.6741], [-4.9784, 1.2055, -1.9436], [-3.5511, 1.8523, -2.7805], [-4.3809, 2.8414, -1.5534], [-4.0649, 2.8754, 1.3192], [-2.5095, 3.5260, 0.7545], [-2.5642, 2.3609, 2.1013], [-5.1142, 0.2813, 1.0414], [-3.7903, -0.8190, 1.5032], [-4.6348, -1.0420, -0.0465], [-1.5514, -2.8860, -4.1550], [-0.7471, -2.1424, -2.6969], [-1.8070, -2.2673, -1.1703], [-0.4519, -0.2954, -3.0162], [0.9318, -2.8371, -2.3301], [1.7880, -1.9457, -0.6016], [1.0868, -3.2930, 0.9024], [2.5008, -3.7418, 2.1259], [1.6755, -4.3406, 3.6486], [3.5706, -4.9712, 1.2818], [3.4355, -2.1497, 2.4143], [-2.5496, -2.4720, -4.3183], [-1.6592, -3.9644, -4.0091], [-0.9633, -2.7290, -5.0618], [-2.8063, -1.8833, -1.3851], [-1.4497, -1.7512, -0.2601], [-1.9163, -3.3098, -0.8557], [-1.3963, 0.2331, -3.1417], [0.1472, -0.1451, -3.9180], [0.1597, 0.2349, -2.2622], [1.6338, -2.6385, -3.1427], [0.9503, -3.9099, -2.1310], [0.7587, -4.1730, 0.3430], [0.2155, -2.8490, 1.3866], [1.0043, -5.1789, 3.4469], [1.0920, -3.5399, 4.1133], [2.4136, -4.6824, 4.3786], [3.0212, -5.8894, 1.0587], [4.4342, -5.2462, 1.8915], [3.9582, -4.5658, 0.3421], [3.9043, -2.1406, 3.4012], [2.7743, -1.2762, 2.3749], [4.2329, -2.0081, 1.6788]],
  "atomic_forces_ev_per_a": [[0.86, 1.00, 0.18], [-0.45, 0.05, -0.11], [0.10, -0.24, -0.03], [0.06, 0.17, 0.07], [-0.04, -0.13, 0.02], [-0.04, -0.06, -0.13], [0.05, 0.07, 0.03], [-0.04, 0.09, -0.04], [0.01, 0.02, -0.02], [0.10, 0.02, 0.12], [-0.15, -0.15, 0.00], [0.03, -0.04, -0.11], [-0.02, 0.03, -0.02], [0.03, 0.04, 0.01], [-0.03, 0.02, 0.06], [0.02, -0.05, -0.02], [0.02, 0.04, -0.01], [0.01, 0.05, -0.02], [-0.02, 0.00, -0.02], [0.01, -0.01, 0.01], [0.01, 0.02, 0.02], [-0.03, -0.03, -0.03], [0.00, -0.16, 0.12], [0.19, 0.27, -0.57], [-0.83, -0.67, 0.94], [0.05, -0.02, 0.03], [0.01, 0.01, 0.01], [-0.01, 0.02, 0.07], [0.01, -0.02, -0.08], [0.12, 0.04, 0.13], [-0.05, 0.03, 0.01], [-0.03, -0.05, 0.02], [-0.02, 0.07, -0.03], [-0.01, 0.00, 0.01], [-0.05, -0.02, -0.08], [0.02, 0.06, 0.04], [-0.02, 0.00, -0.01], [0.00, -0.01, 0.00], [-0.04, -0.08, 0.03], [-0.01, 0.00, 0.01], [-0.02, 0.00, 0.01], [-0.17, -0.17, -0.25], [-0.01, 0.13, 0.05], [-0.12, 0.04, 0.30], [-0.02, -0.06, -0.05], [0.31, -0.18, -0.06], [0.22, -0.17, 0.05], [-0.12, -0.03, -0.15], [0.01, 0.08, -0.13], [-0.22, -0.08, 0.33], [0.13, -0.23, -0.24], [0.18, 0.23, 0.05], [0.03, -0.03, -0.04], [-0.03, 0.03, -0.06], [-0.03, -0.03, 0.00], [-0.03, -0.06, 0.03], [-0.02, -0.05, -0.06], [-0.01, 0.03, -0.04], [-0.01, 0.05, -0.02], [-0.03, -0.01, -0.03], [0.24, 0.17, -0.43], [0.04, -0.06, 0.03], [-0.03, -0.01, -0.05], [-0.04, 0.02, 0.06], [0.02, -0.05, -0.02], [0.02, 0.03, 0.03], [0.00, -0.09, 0.05], [-0.04, 0.03, -0.01], [0.06, 0.01, 0.00], [-0.03, 0.03, 0.01], [0.03, -0.08, -0.01], [0.01, -0.01, -0.04], [-0.07, 0.12, 0.05], [-0.04, 0.01, 0.03]],
  "charge": 3,
  "gap_ev": 7.31,
  "spin_multiplicity": 1,
  "de_lowest_ev": 0.1784
}

***

Which largest force on an atom belongs to each record? In order, 4.31 1.42 eV/Å.
Which total energy belongs to each record? In order, -59497.09498 -58934.99980 eV.